<i>
One molecule with the formula C5H6N2O2S, computed with ωB97M-V/def2-TZVPD.

The calculation puts the molar mass at 158.18 g/mol. Its charge is 0. The gap between HOMO and LUMO comes out at 7.66 eV.

Last column: Mulliken charge in e.
Element x y z (Å)
H (3.211, -0.105, -0.069)  0.395
N (-1.950, -0.623, 0.202)  1.046
C (1.356, -0.386, -1.036)  -0.133
H (1.911, -0.520, -2.018)  0.285
C (1.391, -0.020, 1.303)  -0.214
H (-2.106, 1.880, -1.462)  0.141
O (-2.512, -1.151, -0.755)  -0.621
O (-2.500, -0.640, 1.275)  -0.577
H (1.998, 0.199, 2.164)  0.389
H (-0.538, -0.729, -1.823)  0.299
C (-0.685, 0.097, 0.063)  0.532
H (-0.579, 0.262, 2.146)  0.467
C (0.052, 0.260, 1.284)  -1.076
N (-0.002, -0.371, -0.998)  -0.083
S (-1.213, 2.062, -0.360)  -0.268
C (2.165, -0.215, 0.086)  -0.583


<ii>
One molecule with the formula C5H6N2O2S, computed with ωB97M-V/def2-TZVPD.

The calculation puts the molar mass at 158.18 g/mol. Its charge is 0. The gap between HOMO and LUMO (alpha / beta) comes out at 7.17 / 8.50 eV.

Last column: Mulliken charge in e.
Element x y z (Å)
H (1.824, -1.494, -0.199)  0.343
H (2.596, 0.841, -0.339)  0.494
H (-0.650, -1.212, 1.863)  0.324
O (-2.954, 0.151, 0.811)  -0.602
N (-0.304, 2.006, 0.205)  -0.571
H (-0.990, -2.630, 0.562)  0.460
H (0.264, -1.573, -1.429)  0.467
C (-1.143, -1.625, 0.917)  -0.704
N (0.738, 0.212, -0.376)  0.123
C (1.689, 1.187, -0.165)  -0.121
O (-2.088, -0.753, -1.444)  -0.599
S (-1.909, -0.386, -0.043)  1.040
C (1.048, 2.342, 0.202)  -0.642
C (0.958, -1.123, -0.689)  -0.709
H (1.417, 3.285, 0.317)  0.453
C (-0.496, 0.773, -0.192)  0.244


<iii>
One molecule with the formula C5H6N2O2S, computed with ωB97M-V/def2-TZVPD.

The calculation puts the molar mass at 158.18 g/mol. Its charge is 0. The gap between HOMO and LUMO comes out at 8.97 eV.

Last column: Mulliken charge in e.
Element x y z (Å)
C (1.898, -1.219, 0.292)  -0.289
C (2.229, 0.036, 0.390)  -0.415
H (-3.922, -1.182, -0.005)  0.269
H (-0.287, 0.621, -1.680)  0.493
N (-2.350, -0.141, -0.238)  0.954
O (-0.835, 0.586, 1.548)  -0.457
H (1.969, 1.528, -1.013)  0.321
C (-0.957, 0.357, 0.381)  0.153
N (-2.915, -1.014, 0.414)  -0.716
H (2.236, -2.042, 0.853)  0.407
C (1.363, 1.050, -0.211)  -0.567
C (0.049, 0.275, -0.671)  0.017
H (2.872, 0.486, 1.113)  0.337
O (-2.598, 0.557, -1.194)  -0.669
S (0.374, -1.491, -0.554)  -0.157
H (0.875, 1.593, 0.576)  0.318


Order of stability, best first: <iii>, <i>, <ii>


<i>
An isolated ion of composition C5H13N2O and charge -2, computed with ωB97M-V/def2-TZVPD.

The calculation puts the molar mass at 117.17 g/mol. Its charge is -2. The gap between HOMO and LUMO (alpha / beta) comes out at 2.49 / 6.94 eV. The spin multiplicity is 2.

Last column: Löwdin spin population.
Element x y z (Å)
H (-0.030, -1.977, 1.044)  0.073
H (-2.373, 0.120, 1.201)  0.025
H (-0.095, 0.108, -0.505)  0.001
C (-1.270, 0.235, 1.060)  0.057
H (2.253, -1.442, -0.151)  0.032
H (0.117, 3.411, 0.307)  0.001
N (-0.905, -0.433, -0.182)  0.006
O (0.977, 1.652, -0.388)  0.003
N (1.832, -1.450, -1.068)  0.016
C (-1.146, 1.766, 0.931)  0.006
H (0.151, -1.836, -2.097)  0.027
H (-1.838, 2.095, 0.153)  0.000
H (0.927, 2.411, 1.492)  0.002
H (1.658, -0.473, -1.283)  0.001
H (-1.357, 2.286, 1.881)  0.004
H (-0.751, -0.200, 1.911)  0.025
C (-0.439, -1.832, 0.031)  0.238
C (0.283, 2.308, 0.544)  0.004
H (-1.262, -2.579, 0.007)  0.128
C (0.542, -2.139, -1.129)  0.221
H (0.723, -3.232, -1.189)  0.130


<ii>
C5H13N2O as an isolated structure, computed with ωB97M-V/def2-TZVPD.

The calculation puts the molar mass at 117.17 g/mol. Its charge is -2. The gap between HOMO and LUMO (alpha / beta) comes out at 2.17 / 4.76 eV. The spin multiplicity is 2.

Last column: Löwdin spin population.
Element x y z (Å)
C (-2.315, 0.231, 0.510)  0.404
O (3.940, 0.563, 1.729)  0.003
N (-2.518, -0.589, 1.751)  0.086
H (1.879, 0.574, -0.642)  0.000
H (-3.329, -0.097, 2.148)  0.165
C (-0.362, 0.620, -1.106)  0.014
H (-0.736, -1.158, 0.141)  0.006
N (1.551, -0.990, -1.744)  0.002
H (-2.660, -1.117, 0.844)  0.049
H (3.118, -0.353, 0.040)  0.000
H (-2.863, 0.082, -0.433)  0.088
C (1.121, 0.387, -1.423)  0.001
H (-2.605, 1.265, 0.736)  0.127
H (-0.988, 0.460, -1.991)  0.007
H (2.667, -1.040, 1.622)  0.001
H (1.468, 1.054, -2.242)  0.000
C (-0.831, -0.070, 0.163)  0.025
H (-0.427, 1.713, -0.967)  0.009
H (0.874, -1.595, -1.277)  0.000
C (3.260, -0.229, 1.131)  0.006
H (-0.244, 0.289, 1.012)  0.007


Order of stability, best first: <i>, <ii>